Here is a cluster of 21 separate species, C58H162N4O42 in total from OMol25. Energies are from wB97M-V/def2-TZVPD.

Calculated values
- Frontier orbital gap: 8.85 eV
- Charge: 0
- Highest occupied orbital energy: -8.708 eV
- LUMO: 0.14 eV
- Molar mass: 1587.920 g/mol

The geometry in XYZ format:
```
266
Properties=species:S:1:pos:R:3:lowdin_charge:R:1
C 1.55903 7.73214 6.77799 -0.23
C 0.75222 6.35746 6.85582 -0.27
O 1.18409 5.42695 5.91266 -0.08
O 2.75519 7.44573 7.40911 -0.07
H 1.02899 8.45426 7.39905 0.12
H 1.68990 7.95516 5.71911 0.12
H -0.28838 6.60922 6.65124 0.10
H 0.67961 5.88656 7.83617 0.11
H 0.94568 4.52805 6.15084 0.02
H 3.24045 6.95378 6.74270 0.08
C -1.40388 5.81971 1.51763 -0.17
C 0.03764 5.32704 1.34341 -0.22
O -0.06607 3.89567 1.28262 -0.09
O -2.19134 4.96107 0.64441 -0.10
H -1.43187 6.87045 1.22909 0.12
H -1.92483 5.69896 2.46744 0.12
H 0.69396 5.54239 2.18660 0.12
H 0.60078 5.78340 0.52935 0.10
H -0.55514 3.71990 0.47545 0.05
H -2.11474 4.05088 0.93985 0.06
C 0.09743 -5.11520 0.45066 -0.16
C -1.10478 -6.15422 0.81541 -0.20
O -0.76981 -7.44947 0.27256 -0.07
O 1.19985 -5.75615 1.08878 -0.11
H -0.08202 -4.11612 0.84784 0.11
H 0.26287 -5.24158 -0.61927 0.10
H -2.07935 -5.80897 0.47029 0.10
H -1.32190 -6.20813 1.88221 0.11
H -0.26415 -7.89919 0.95349 0.08
H 1.48665 -6.51942 0.58207 0.09
C -3.12349 -0.97153 -5.41470 -0.17
C -3.97022 -0.21129 -4.34506 -0.26
O -3.13636 0.57018 -3.57214 -0.06
O -4.05293 -1.43163 -6.48775 -0.09
H -2.46320 -1.70497 -4.95189 0.10
H -2.42505 -0.29029 -5.90069 0.09
H -4.51806 -0.91917 -3.72307 0.11
H -4.71732 0.39725 -4.85460 0.12
H -3.74344 1.14209 -3.09678 0.06
H -3.48842 -1.89743 -7.10900 0.01
C 4.68774 -0.37002 -0.16101 -0.21
C 5.53500 0.08564 0.97717 -0.28
O 4.85808 0.31949 2.12762 -0.06
O 4.00132 0.76313 -0.71499 -0.07
H 3.96354 -1.17481 -0.03466 0.11
H 5.36450 -0.81000 -0.89348 0.10
H 6.13633 0.93815 0.66137 0.12
H 6.27703 -0.61110 1.36709 0.13
H 3.99501 0.72693 2.02414 0.05
H 4.72834 1.18861 -1.17543 0.08
C 2.85163 -2.72957 2.17044 -0.17
C 3.43297 -3.14212 3.55001 -0.23
O 4.73271 -2.64040 3.51293 -0.06
O 3.42073 -3.65177 1.15588 -0.09
H 3.02185 -1.68824 1.89703 0.10
H 1.76604 -2.78720 2.24960 0.10
H 3.35555 -4.22472 3.65043 0.12
H 2.86135 -2.67771 4.35354 0.08
H 5.34567 -3.10753 2.94051 0.10
H 2.94593 -4.48610 1.14799 0.04
C 1.63008 -4.24937 -3.13319 -0.21
C 3.01921 -3.58417 -3.23214 -0.18
O 2.87299 -2.14307 -3.06088 -0.08
O 0.82549 -4.20032 -4.36007 -0.08
H 1.04265 -3.90640 -2.28149 0.08
H 1.67536 -5.32554 -2.96615 0.11
H 3.26729 -3.74703 -4.28097 0.10
H 3.82647 -4.05671 -2.67256 0.12
H 1.98069 -2.09872 -3.41221 0.02
H -0.08250 -4.35109 -4.08728 0.08
C -6.19244 -4.12041 0.92781 -0.24
C -5.48601 -4.50052 2.33716 -0.16
O -6.26744 -5.46881 3.15751 -0.09
O -5.33934 -3.28055 0.19767 -0.06
H -7.13385 -3.63321 1.18177 0.11
H -6.50979 -5.02975 0.41743 0.11
H -5.28236 -3.60612 2.92595 0.09
H -4.48137 -4.87619 2.14309 0.10
H -6.76307 -6.03602 2.56235 0.06
H -5.74769 -3.19181 -0.66661 0.09
C 7.06883 -2.59191 -3.58421 -0.25
C 6.56807 -1.12475 -3.52009 -0.17
O 7.11224 -0.61852 -4.80151 -0.09
O 6.28732 -3.55987 -4.23755 -0.06
H 7.18793 -2.89229 -2.54320 0.11
H 8.02737 -2.66199 -4.09840 0.12
H 6.94027 -0.60884 -2.63499 0.10
H 5.48308 -1.03108 -3.47401 0.10
H 6.43195 -0.02766 -5.13271 0.02
H 6.51513 -3.42963 -5.16099 0.08
C 1.24703 4.96470 -3.30445 -0.21
C 0.28237 4.79613 -2.05600 -0.25
O -0.80327 4.02642 -2.40795 -0.06
O 1.85910 3.72781 -3.45130 -0.09
H 1.98266 5.73114 -3.06048 0.12
H 0.69944 5.12921 -4.23245 0.12
H -0.05331 5.74412 -1.63560 0.12
H 0.78275 4.16820 -1.31882 0.10
H -0.39218 3.22177 -2.73221 0.07
H 2.52891 3.63026 -4.13206 0.02
C 2.28480 -1.94659 -8.49604 -0.27
C 3.27552 -1.52201 -7.52642 -0.25
O 4.10581 -0.57926 -8.15805 -0.06
O 2.88943 -2.73312 -9.48741 -0.04
H 1.90734 -1.10514 -9.07707 0.12
H 1.37094 -2.44399 -8.17115 0.11
H 3.96010 -2.31092 -7.21485 0.13
H 2.93425 -1.15598 -6.55809 0.11
H 4.54878 -0.94445 -8.92747 0.09
H 3.18848 -2.18140 -10.21389 0.09
C 3.62742 3.33685 2.42777 -0.17
C 3.47368 4.18910 1.13857 -0.19
O 4.21554 3.62945 0.01818 -0.08
O 2.69548 2.20424 2.41355 -0.09
H 3.45731 3.99157 3.28246 0.11
H 4.62088 2.89125 2.47845 0.11
H 4.11940 5.05599 1.27874 0.12
H 2.45294 4.45829 0.86702 0.09
H 3.71152 2.88491 -0.31830 0.04
H 1.85430 2.66496 2.45541 0.06
C -5.17555 1.79718 -0.67865 -0.22
C -5.28260 0.70199 0.31324 -0.25
O -6.67585 0.66027 0.61836 -0.07
O -5.60146 1.25298 -1.96068 -0.06
H -4.16236 2.18622 -0.77955 0.11
H -5.67038 2.72390 -0.38806 0.13
H -4.70158 0.93910 1.20448 0.11
H -4.97783 -0.28116 -0.04541 0.12
H -6.61712 0.46051 1.55550 0.04
H -6.33331 0.75608 -1.58774 0.07
C -0.20681 2.50902 -8.26985 -0.15
C -0.72327 1.13960 -8.77815 -0.27
O -0.27428 0.08722 -8.05081 -0.06
O 1.22170 2.64391 -8.62175 -0.09
H -0.31597 2.64168 -7.19347 0.12
H -0.77498 3.24985 -8.83239 0.12
H -0.22268 1.07569 -9.74429 0.11
H -1.79340 0.98724 -8.91851 0.11
H 0.65362 0.28577 -7.90528 0.07
H 1.34045 3.35724 -9.25314 0.08
C -0.32774 2.27557 7.63569 -0.15
C -1.32439 3.31551 8.05893 -0.19
O -2.59124 2.73483 8.60580 -0.10
O 0.80668 2.98662 6.95581 -0.10
H -0.75393 1.56813 6.92435 0.11
H 0.12672 1.65630 8.40904 0.12
H -1.68184 3.85999 7.18493 0.11
H -1.00868 4.08779 8.76036 0.12
H -3.31463 3.35877 8.70070 0.07
H 1.60578 2.47635 7.10637 0.06
C 3.57735 2.87697 -6.06228 -0.20
C 4.38938 1.61614 -5.53707 -0.17
O 5.79423 1.88861 -5.72980 -0.08
O 3.86095 4.03756 -5.26609 -0.08
H 2.52463 2.59437 -6.06663 0.10
H 3.78692 3.07038 -7.11431 0.11
H 3.97517 0.79795 -6.12623 0.09
H 4.19147 1.53152 -4.46853 0.13
H 6.12343 2.00144 -6.62451 0.10
H 4.78993 4.26273 -5.35501 0.10
C 4.51888 0.09390 5.51659 -0.26
C 2.97925 0.43163 5.63098 -0.19
O 2.52458 0.56141 6.95355 -0.08
O 4.93577 -1.00647 6.19822 -0.04
H 5.02571 1.00716 5.82833 0.12
H 4.88452 -0.08540 4.50552 0.10
H 2.60615 -0.52625 5.26854 0.10
H 2.62530 1.32273 5.11256 0.11
H 2.62827 -0.28354 7.39730 0.05
H 4.95167 -1.79442 5.65006 0.06
C -1.89029 1.14685 3.57428 -0.10
O -1.41648 1.37025 2.27723 -0.21
C -0.95643 0.30419 1.52355 -0.18
C -1.38212 0.43952 -0.02694 -0.18
N -1.27436 -0.81198 -0.69208 -0.05
C 0.08285 -1.01913 -1.23055 -0.17
C 0.35878 -0.37475 -2.57702 -0.23
O 0.20367 -1.24416 -3.67948 -0.20
C 0.33614 -0.54756 -4.96314 -0.06
H -2.91238 0.76864 3.59396 0.06
H -1.72030 2.09465 4.08503 0.09
H -1.33302 0.46860 4.22044 0.08
H -1.23796 -0.63922 1.99132 0.11
H 0.10302 0.36926 1.77141 0.11
H -0.94480 1.28495 -0.55808 0.11
H -2.42611 0.75100 0.00734 0.09
H -1.82795 -0.77765 -1.53615 0.09
H 0.41500 -2.05335 -1.32097 0.09
H 0.76858 -0.72741 -0.43507 0.12
H 1.27390 0.20207 -2.44308 0.12
H -0.30126 0.47541 -2.74927 0.11
H -0.47792 0.16865 -5.07475 0.07
H 0.31113 -1.16861 -5.85855 0.07
H 1.30399 -0.04625 -4.97130 0.08
C 2.46243 -3.11687 6.97181 -0.06
O 2.22864 -2.00200 7.86797 -0.22
C 1.08281 -2.16043 8.69867 -0.21
C 1.29509 -3.11577 9.84682 -0.22
N 2.35288 -2.49652 10.61873 -0.07
C 3.15495 -3.26485 11.57660 -0.16
C 2.22778 -4.16271 12.52542 -0.25
O 2.97062 -4.82002 13.46991 -0.17
C 2.19909 -5.67445 14.20620 -0.14
H 3.35574 -3.18849 6.35136 0.07
H 1.70608 -2.89311 6.21951 0.08
H 2.22064 -4.12122 7.31953 0.09
H 0.14746 -2.45281 8.22146 0.12
H 0.94807 -1.16280 9.11662 0.13
H 1.51371 -4.15259 9.59126 0.11
H 0.43404 -3.13561 10.51487 0.12
H 3.03520 -2.05829 10.01664 0.10
H 3.83712 -2.69687 12.20916 0.11
H 3.90132 -3.91351 11.11804 0.10
H 1.65563 -4.89661 11.95784 0.10
H 1.47428 -3.45748 12.87611 0.12
H 2.73223 -6.00097 15.09909 0.10
H 1.90244 -6.42490 13.47344 0.09
H 1.27064 -5.24755 14.58546 0.09
C -3.55446 -1.87515 5.14711 -0.08
O -4.13963 -1.17157 4.01416 -0.22
C -5.56893 -0.94885 4.05814 -0.19
C -6.04418 0.45654 4.61900 -0.19
N -5.72743 1.58685 3.67052 -0.04
C -6.18446 2.87057 4.33573 -0.16
C -5.20673 3.99821 3.85751 -0.22
O -5.65374 5.23522 4.31004 -0.17
C -6.76243 5.91030 3.73013 -0.10
H -2.58362 -2.25508 4.82894 0.09
H -4.10630 -2.76906 5.43779 0.08
H -3.55277 -1.25644 6.04449 0.08
H -6.11603 -1.76566 4.52890 0.11
H -6.08778 -0.87951 3.10206 0.10
H -5.50945 0.57685 5.56117 0.10
H -7.07547 0.43256 4.97109 0.12
H -4.72799 1.61459 3.81351 0.06
H -6.27607 2.75727 5.41595 0.11
H -7.19153 3.02530 3.94848 0.11
H -4.79555 3.82882 2.86235 0.12
H -4.23081 3.88625 4.32989 0.11
H -7.57248 6.41247 4.25903 0.08
H -7.29863 5.20574 3.09439 0.08
H -6.43607 6.68011 3.03087 0.08
C -1.60190 -3.53493 -7.81720 -0.07
O -2.71607 -2.94449 -8.44323 -0.26
C -2.77435 -2.93263 -9.91317 -0.16
C -4.16026 -2.52570 -10.48031 -0.19
N -4.62296 -1.14767 -10.50213 -0.02
C -3.47156 -0.28926 -10.81182 -0.24
C -3.87867 1.20469 -10.81460 -0.17
O -2.83823 2.20009 -11.07657 -0.20
C -2.11462 1.91009 -12.26883 -0.13
H -0.79391 -2.86708 -8.11591 0.07
H -1.52534 -4.57583 -8.13145 0.10
H -1.71939 -3.28842 -6.76196 0.09
H -2.19385 -3.75194 -10.33726 0.12
H -1.96676 -2.23671 -10.14032 0.10
H -4.85176 -3.04349 -9.81562 0.12
H -4.18378 -3.04911 -11.43613 0.12
H -4.80301 -0.87544 -9.54631 0.11
H -3.02572 -0.62506 -11.74807 0.12
H -2.59226 -0.29376 -10.16769 0.08
H -4.22783 1.50919 -9.82795 0.13
H -4.64158 1.33953 -11.58133 0.12
H -1.34145 1.15839 -12.10994 0.08
H -1.49157 2.72384 -12.63993 0.08
H -2.72600 1.74441 -13.15588 0.09
```